{"formula": "C9H14O", "method": "ωB97M-V/def2-TZVPD", "largest_force_ev_per_a": 5.15, "de_lowest_kj_mol": 197.46, "homo_lumo_gap_ev": 9.140, "homo_energy_ev": -8.279, "smiles": "Cc1ccc(O)cc1.CC", "species": ["C", "C", "H", "H", "H", "H", "H", "H", "C", "C", "C", "C", "C", "C", "C", "O", "H", "H", "H", "H", "H", "H", "H", "H"], "positions_angstrom": [[-0.15, 2.96, 0.09], [-0.88, 2.47, 1.34], [-0.87, 3.38, -0.62], [0.42, 3.98, 0.26], [0.41, 2.01, -0.22], [-1.94, 2.54, 1.23], [-0.43, 3.24, 2.17], [-0.47, 1.45, 1.66], [0.02, -0.66, -2.70], [-0.79, -0.73, -0.24], [0.18, -0.96, -1.26], [-0.60, -1.27, 1.03], [0.61, -1.89, 1.32], [1.29, -1.80, -0.95], [1.60, -2.25, 0.40], [0.74, -2.32, 2.59], [-1.64, -0.06, -0.51], [-1.32, -1.05, 1.79], [-0.75, 0.07, -2.71], [-0.58, -1.49, -3.22], [1.99, -2.13, -1.70], [-0.19, -2.33, 2.95], [2.50, -2.78, 0.52], [0.85, -0.40, -3.22]], "lowdin_charge": [-0.204, -0.201, 0.040, 0.092, 0.076, 0.040, 0.106, 0.056, -0.068, -0.045, -0.292, -0.052, -0.362, -0.020, 0.029, 0.031, 0.124, 0.109, 0.055, 0.117, 0.103, 0.129, 0.092, 0.044]}